This record from OMol25 describes one molecule with the formula C27H32ClN3O6S in a non-equilibrium geometry. The level of theory is ωB97M-V/def2-TZVPD.

## Properties
Spin multiplicity: 1

Each line ends with the Löwdin charge.
Cartesian coordinates (Å):
C (2.24759, 3.42279, -2.33384)  -0.073
C (2.87490, 3.95669, -1.04812)  -0.244
N (4.04314, 3.19496, -0.62544)  -0.203
C (5.21096, 3.43480, -1.45686)  -0.250
C (6.25525, 2.33383, -1.30820)  -0.072
C (4.32669, 3.31406, 0.79930)  -0.153
C (4.29330, 1.94479, 1.50244)  -0.095
N (3.02315, 1.29872, 1.30580)  -0.002
C (1.94336, 1.51812, 2.08445)  -0.379
O (1.92337, 2.16532, 3.10922)  0.100
C (0.76650, 0.80078, 1.42128)  -0.238
O (-0.36453, 0.75632, 1.85112)  0.127
C (1.29355, 0.26288, 0.17023)  -0.027
C (0.58363, -0.23786, -0.86439)  -0.190
O (1.21265, -0.48611, -2.03501)  0.108
C (-0.86724, -0.47987, -0.80597)  -0.144
C (-1.68578, 0.03446, -1.81303)  0.002
C (-3.05309, -0.16216, -1.76084)  -0.037
C (-3.58990, -0.89108, -0.71776)  -0.259
S (-5.36916, -1.08022, -0.64988)  0.680
O (-5.86335, -1.31919, -1.97419)  -0.278
O (-5.68918, -2.03106, 0.37829)  -0.279
N (-5.78219, 0.49199, -0.23732)  -0.232
C (-5.60924, 0.80486, 1.16919)  -0.157
C (-6.82806, 0.36245, 1.98550)  -0.185
O (-8.01773, 0.90760, 1.45430)  -0.125
C (-8.20752, 0.50729, 0.11516)  -0.184
C (-7.04540, 0.97502, -0.76380)  -0.166
C (-2.79008, -1.43480, 0.26890)  -0.027
C (-1.42315, -1.22764, 0.22920)  0.005
C (2.77991, 0.51316, 0.11868)  -0.193
C (3.54268, -0.79380, 0.13845)  -0.166
C (4.17214, -1.25950, -1.00716)  -0.030
C (4.85474, -2.46258, -0.99685)  -0.096
C (4.90885, -3.20267, 0.17340)  -0.676
Cl (5.76504, -4.70375, 0.19573)  0.672
C (4.28361, -2.75310, 1.32629)  -0.091
C (3.60021, -1.55178, 1.30153)  -0.008
H (2.89706, 3.56791, -3.19295)  0.063
H (1.31756, 3.95373, -2.52160)  0.075
H (2.02825, 2.36236, -2.24077)  0.056
H (3.11725, 5.02546, -1.18052)  0.121
H (2.12735, 3.87806, -0.25517)  0.114
H (4.88212, 3.45758, -2.49657)  0.104
H (5.67212, 4.41304, -1.23034)  0.121
H (7.04635, 2.48112, -2.03943)  0.074
H (5.80103, 1.36076, -1.47607)  0.062
H (6.70314, 2.34187, -0.31827)  0.066
H (3.58055, 3.94927, 1.28455)  0.123
H (5.30808, 3.77090, 0.97092)  0.121
H (4.43119, 2.09640, 2.57593)  0.132
H (5.07403, 1.28630, 1.11846)  0.121
H (0.59198, -0.85367, -2.67894)  0.126
H (-1.25551, 0.62206, -2.61264)  0.124
H (-3.71358, 0.23369, -2.51494)  0.120
H (-4.70859, 0.30143, 1.52022)  0.119
H (-5.47328, 1.88780, 1.25321)  0.136
H (-6.75914, 0.72613, 3.01183)  0.131
H (-6.88085, -0.73489, 1.98076)  0.115
H (-9.14849, 0.95652, -0.20676)  0.129
H (-8.27962, -0.58939, 0.05488)  0.130
H (-7.14488, 0.58438, -1.77582)  0.114
H (-7.00302, 2.06852, -0.78554)  0.134
H (-3.25076, -2.01572, 1.05214)  0.120
H (-0.78451, -1.64579, 0.98971)  0.130
H (3.07374, 1.09026, -0.76590)  0.131
H (4.12031, -0.68164, -1.91752)  0.115
H (5.34469, -2.82416, -1.88708)  0.105
H (4.33152, -3.33885, 2.23059)  0.106
H (3.11155, -1.19564, 2.19656)  0.126

This record from OMol25 describes one molecule with the formula C5H6O3 in a non-equilibrium geometry. The level of theory is ωB97M-V/def2-TZVPD.

## Properties
Spin multiplicity: 1

Each line ends with the Löwdin charge.
Cartesian coordinates (Å):
O (2.49645, -0.90101, -0.15182)  0.110
C (1.47103, -0.38654, 0.15955)  -0.303
C (0.94584, 1.06990, -0.12082)  -0.052
C (-0.72279, 0.84582, -0.03302)  -0.208
C (-1.18231, -0.41556, -0.91833)  -0.057
O (-0.81209, -1.67918, -0.09853)  -0.097
C (0.04420, -1.07187, 0.84437)  -0.236
O (-0.67566, 0.16796, 1.27957)  -0.153
H (1.56977, 1.65802, -1.07284)  0.169
H (1.29212, 1.75591, 0.89446)  0.174
H (-1.43461, 1.61559, 0.30415)  0.146
H (-2.40962, -0.31657, -1.05263)  0.169
H (-0.62285, -0.57404, -1.89869)  0.131
H (0.04049, -1.76845, 1.86458)  0.206

This record from OMol25 describes one molecule with the formula ClH3N2OS in a non-equilibrium geometry. The level of theory is ωB97M-V/def2-TZVPD.

## Properties
Spin multiplicity: 1

Each line ends with the Löwdin charge.
Cartesian coordinates (Å):
N (0.06057, 0.84188, 1.46511)  -0.226
S (0.85858, 0.56852, -0.06310)  0.319
N (-0.10020, -0.53298, -0.80255)  -0.148
O (1.19334, 1.60720, -1.02157)  -0.401
Cl (2.51170, -0.42720, 0.28825)  0.402
H (0.33766, 1.77407, 1.52761)  -0.080
H (-0.84332, -0.49555, -0.03275)  0.086
H (-0.49208, -0.10044, -1.59615)  0.048

no.,Kohn-Sham gap (eV),total energy (eV)
1,7.9976,-68630.72807
2,10.0389,-11420.39393
3,9.9270,-28431.33844